(1)
Molecular formula: C41H55F4InO6
Method: DFT, ωB97M-V with the def2-TZVPD basis set

Output
Kohn-Sham gap: 2.34 eV
Total charge: +2
Highest occupied orbital energy: -13.36 eV
LUMO: -11.03 eV

Positions of all 107 atoms, in Å:
In  -2.65461  -3.40431  2.93242
C  -0.21009  -0.71171  -0.74741
C  -0.10360  -0.82797  0.76475
O  -0.69441  -1.83430  1.29060
H  0.61335  -0.13533  -1.16358
H  -1.19033  -0.33717  -1.04590
H  -0.15399  -1.71246  -1.18553
H  -0.55109  0.09831  1.26776
H  0.99015  -0.73672  1.15315
F  1.75429  3.80426  4.79288
C  0.65794  3.04438  4.87532
C  0.44740  2.07424  3.91031
C  -0.64657  1.23646  3.97702
C  -1.56341  1.42183  5.01186
C  -1.32884  2.36043  6.01442
C  -0.19527  3.16174  5.95737
H  1.11301  1.99112  3.05745
H  -0.87421  0.47970  3.23619
H  -2.47930  0.84458  4.98210
H  -2.05952  2.49789  6.79931
H  0.00275  3.93911  6.68632
F  5.57478  2.20921  2.99679
C  4.83973  1.14016  2.88303
C  3.77034  0.97901  3.78467
C  2.88252  -0.03296  3.57485
C  3.08684  -0.93841  2.50070
C  4.19933  -0.79753  1.64067
C  5.05970  0.26198  1.81479
H  3.65171  1.74009  4.54678
H  1.96336  -0.10871  4.13727
H  2.38532  -1.74524  2.34239
H  4.38669  -1.43413  0.78414
H  5.86059  0.43308  1.10791
F  -3.09109  3.54119  1.95073
C  -1.95730  3.76739  1.26697
C  -1.48049  5.05567  1.20559
C  -0.32153  5.29598  0.47906
C  0.41071  4.25111  -0.07496
C  -0.04851  2.95054  0.04546
C  -1.24528  2.70411  0.70972
H  -1.96501  5.88286  1.70534
H  0.05617  6.30927  0.44801
H  1.38542  4.41789  -0.51441
H  0.51966  2.08051  -0.25928
H  -1.76171  1.74911  0.72811
F  3.22996  2.25786  0.03017
C  3.46670  2.15377  -1.30157
C  3.89546  3.26377  -2.00161
C  4.11462  3.14003  -3.36644
C  3.90790  1.91841  -3.99658
C  3.40683  0.83554  -3.27500
C  3.17810  0.94841  -1.91048
H  4.05007  4.21480  -1.50872
H  4.44456  3.97531  -3.96893
H  4.01846  1.77674  -5.06344
H  3.11108  -0.06963  -3.79129
H  2.77608  0.14278  -1.30779
C  -3.67497  -2.53832  -2.11393
C  -3.32320  -2.54851  -3.57809
O  -2.78066  -3.51159  -4.06505
C  -3.61142  -1.31527  -4.38671
H  -3.60495  -1.56197  -1.63320
H  -3.10780  -3.26139  -1.53722
H  -4.73550  -2.82096  -2.07452
H  -3.20511  -1.41273  -5.38944
H  -3.15550  -0.43333  -3.92829
H  -4.68615  -1.12610  -4.44089
C  -1.07894  -5.10475  -1.51653
C  -1.91602  -5.61690  -0.38459
O  -2.34700  -4.86266  0.47530
C  -2.22254  -7.08289  -0.37312
H  -0.32140  -5.83705  -1.79525
H  -0.60037  -4.17184  -1.20700
H  -1.69412  -4.84698  -2.38592
H  -3.12039  -7.27872  0.20194
H  -1.34631  -7.57508  0.05963
H  -2.31424  -7.43851  -1.39856
C  -4.18175  0.82257  0.12725
C  -4.13644  0.15759  1.48536
O  -3.93295  -1.04283  1.57453
C  -4.45690  0.99379  2.68878
H  -5.15343  0.50035  -0.26612
H  -3.40423  0.42254  -0.52068
H  -4.18156  1.90756  0.14347
H  -5.12555  1.80275  2.39568
H  -3.53050  1.41150  3.07976
H  -4.98816  0.40588  3.43533
C  -0.26682  2.81324  -3.40220
C  -0.45044  1.78394  -4.47544
O  -0.66789  2.07345  -5.61752
C  -0.29522  0.34808  -4.02635
H  0.48850  3.54247  -3.69235
H  0.09117  2.31783  -2.49677
H  -1.19301  3.32030  -3.13165
H  0.74948  0.23290  -3.71893
H  -0.52643  -0.35240  -4.82397
H  -0.93110  0.13578  -3.16715
C  2.50426  -3.87750  0.73336
C  3.26410  -3.46864  -0.51015
O  4.46490  -3.44518  -0.53619
C  2.43989  -3.11373  -1.71606
H  3.16677  -4.16109  1.54602
H  1.86993  -4.73660  0.49227
H  1.81574  -3.08016  1.02829
H  2.03105  -2.10930  -1.55295
H  1.62111  -3.78461  -1.95933
H  3.12664  -2.99896  -2.55433

Forces on atoms 1 to 3 (eV/Å):
-0.17 0.05 -0.71
0.73 -0.71 0.15
-2.04 -0.08 -1.59


(2)
Molecular formula: C41H56BN8RhS4Si
Method: DFT, ωB97M-V with the def2-TZVPD basis set

Output
Energy relative to the best compared isomer or geometry (same formula, charge and spin): 73.4 kJ/mol
Kohn-Sham gap (alpha / beta): 6.37 / 6.38 eV
Highest occupied orbital energy (alpha / beta): -6.38 / -6.38 eV
LUMO (alpha / beta): -0.01 / -0.01 eV

Positions of all 112 atoms, in Å:
Rh  0.28282  0.15289  -0.05876
C  -1.92423  -0.08723  3.98244
C  -3.40487  -0.12714  3.59237
C  -4.19064  -0.78462  4.72625
C  -3.97771  1.27108  3.36211
N  -3.56174  -0.95555  2.36513
C  -4.22710  -2.16446  2.29964
C  -4.06001  -2.65045  1.05341
N  -3.30144  -1.75911  0.33688
B  -2.79294  -2.11584  -1.08610
N  -2.97141  -0.94449  -2.11597
C  -4.23229  -0.87828  -2.67747
C  -4.27538  0.15843  -3.52646
N  -3.02241  0.74938  -3.52026
C  -2.24560  0.08411  -2.60830
S  -0.67314  0.62056  -2.20511
C  -2.75032  2.02057  -4.25967
C  -3.00487  3.17232  -3.28884
C  -1.33827  2.10845  -4.84728
C  -3.71916  2.09400  -5.44557
N  -1.42375  -2.84027  -1.10121
C  -1.11308  -3.70668  -2.13066
C  -0.03620  -4.42214  -1.77450
N  0.32639  -4.03159  -0.49114
C  -0.52329  -3.03321  -0.09955
S  -0.49299  -2.12411  1.33037
C  1.50163  -4.65581  0.20393
C  1.49377  -6.14332  -0.15152
C  2.77352  -3.97460  -0.29063
C  1.46549  -4.54713  1.72760
C  -2.98896  -0.72188  1.15647
S  -2.05476  0.63728  0.69887
H  -1.82582  0.44681  4.92950
H  -1.32372  0.42073  3.23154
H  -1.54016  -1.09866  4.11932
H  -4.07701  -0.16563  5.61507
H  -3.80954  -1.77739  4.96585
H  -5.25630  -0.84744  4.50072
H  -3.89270  1.83725  4.29091
H  -5.03388  1.21223  3.09449
H  -3.43842  1.80168  2.58365
H  -4.76993  -2.57005  3.12979
H  -4.41634  -3.56245  0.61074
H  -3.58181  -2.94044  -1.47958
H  -4.98495  -1.60056  -2.42504
H  -5.07654  0.50116  -4.14805
H  -2.31195  3.10910  -2.44901
H  -4.02559  3.13624  -2.90543
H  -2.85520  4.12770  -3.79370
H  -0.57128  2.25862  -4.09987
H  -1.32785  2.96668  -5.52105
H  -1.09498  1.21874  -5.42972
H  -4.74778  2.28899  -5.14406
H  -3.68390  1.18068  -6.04016
H  -3.41671  2.92359  -6.08203
H  -1.68174  -3.71989  -3.04365
H  0.52823  -5.14774  -2.32520
H  1.73889  -6.32709  -1.19649
H  0.52554  -6.59353  0.07095
H  2.25157  -6.64854  0.44631
H  2.91334  -4.08288  -1.36622
H  3.63838  -4.41211  0.21110
H  2.74086  -2.91409  -0.05219
H  0.53746  -4.93501  2.14908
H  1.59974  -3.53011  2.07336
H  2.29236  -5.15572  2.09867
C  3.38367  0.77044  4.52868
Si  2.89672  2.55956  4.23386
C  4.42179  3.61488  3.91209
C  1.93282  3.20969  5.71663
C  1.76605  2.74888  2.71732
C  1.31554  4.02679  2.39752
C  0.49726  4.28514  1.30286
C  0.13383  3.22321  0.50245
N  0.56586  2.00213  0.77073
C  1.35684  1.72892  1.84243
S  1.69392  0.03946  1.82483
H  4.02382  0.73263  5.41556
H  3.94502  0.35408  3.69364
H  2.51961  0.13313  4.70767
H  5.10616  3.59241  4.76181
H  4.16266  4.65623  3.71725
H  4.95702  3.23889  3.03844
H  2.52349  3.12559  6.63102
H  1.01554  2.63468  5.85250
H  1.65343  4.25778  5.59871
H  1.60938  4.86421  3.02322
H  0.15647  5.28382  1.07355
H  -0.49549  3.32745  -0.37347
C  3.42645  4.21897  -2.00979
C  3.67039  3.64929  -0.76847
C  3.23916  2.36009  -0.48823
C  2.51783  1.63105  -1.43996
C  2.30653  2.20278  -2.69958
C  2.75764  3.47921  -2.98137
N  2.05815  0.34336  -1.14449
C  2.50447  -0.69351  -1.94323
C  3.87138  -0.81313  -2.27057
C  4.31622  -1.82165  -3.10052
C  3.42097  -2.76102  -3.61555
C  2.08498  -2.67389  -3.26529
C  1.62408  -1.65596  -2.43762
H  3.77389  5.22037  -2.22818
H  4.21912  4.19903  -0.01314
H  3.49155  1.90011  0.46703
H  1.78769  1.62497  -3.45561
H  2.58036  3.90203  -3.96298
H  4.56339  -0.08515  -1.86605
H  5.36935  -1.88525  -3.34504
H  3.76856  -3.55293  -4.26654
H  1.37332  -3.39610  -3.64807
H  0.57380  -1.60469  -2.18213

Forces on atoms 1 to 3 (eV/Å):
-0.12 0.72 0.73
-0.08 0.07 0.07
0.02 -0.02 0.17


(3)
Molecular formula: C41H57As3N4Tl
Method: DFT, ωB97M-V with the def2-TZVPD basis set

Output
Energy relative to the best compared isomer or geometry (same formula, charge and spin): 23.0 kJ/mol
Kohn-Sham gap: 6.54 eV
Total charge: +1
Highest occupied orbital energy: -9.53 eV
LUMO: -2.99 eV

Positions of all 106 atoms, in Å:
Tl  0.52307  -0.53693  0.13694
C  4.69064  1.81776  1.24332
C  3.68592  1.19545  0.48093
N  2.88820  0.26625  0.95627
C  3.06714  -0.16408  2.23019
C  4.04760  0.40588  3.07573
C  4.85432  1.43370  2.54049
C  4.19023  -0.04962  4.40434
C  3.35325  -1.02540  4.86460
C  2.38708  -1.60867  4.02530
C  2.24880  -1.23885  2.69862
N  1.33229  -1.80662  1.84082
C  0.98306  -3.13695  1.89226
C  1.72605  -4.13321  2.49904
C  1.27497  -5.46550  2.55818
C  0.09899  -5.84487  1.97750
C  -0.62659  -4.89246  1.23000
C  -1.77564  -5.22266  0.47891
C  -2.36829  -4.28349  -0.31636
C  -1.82547  -2.98958  -0.33869
N  -0.80562  -2.63491  0.40497
C  -0.18639  -3.55121  1.18196
H  5.30260  2.58768  0.79499
H  3.55380  1.47571  -0.55387
H  5.60018  1.89884  3.17379
H  4.96168  0.37381  5.03410
H  3.43928  -1.37616  5.88504
H  1.73951  -2.38007  4.41942
H  2.67495  -3.88073  2.95038
H  1.88078  -6.19683  3.07737
H  -0.26693  -6.86022  2.05368
H  -2.15053  -6.23846  0.51371
H  -3.21556  -4.52331  -0.94343
H  -2.22278  -2.23628  -1.00820
C  1.08921  2.19560  3.25502
As  -0.30965  1.25678  2.28358
C  -1.17719  0.38949  3.78837
C  -1.37032  2.87915  1.91128
C  -2.79386  2.84271  1.32691
C  -3.70945  2.05656  2.27371
C  -2.86303  2.25050  -0.08243
As  -2.52364  0.32800  -0.35133
C  -2.85773  0.32212  -2.28515
C  -4.26028  -0.43797  0.14275
C  -3.33787  4.28986  1.28206
As  -2.68918  5.82325  0.19044
C  -3.15518  5.22910  -1.62498
C  -0.74625  5.58479  0.01626
H  1.69854  2.77997  2.56495
H  1.72944  1.47653  3.76171
H  0.64420  2.86107  3.99463
H  -1.63801  1.13178  4.43806
H  -0.40712  -0.15299  4.33701
H  -1.92790  -0.32467  3.45604
H  -0.71512  3.44798  1.25223
H  -1.40596  3.40611  2.86883
H  -3.37546  1.02277  2.36504
H  -4.73712  2.05512  1.90636
H  -3.70827  2.50291  3.27035
H  -2.14859  2.76903  -0.72468
H  -3.85688  2.42977  -0.50176
H  -3.19854  1.30288  -2.61633
H  -3.62953  -0.41196  -2.51404
H  -1.94674  0.05590  -2.81542
H  -5.06432  0.21205  -0.20222
H  -4.35172  -0.58333  1.21643
H  -4.35909  -1.40845  -0.34124
H  -3.33194  4.68113  2.30408
H  -4.39504  4.24643  0.99858
H  -4.18255  4.86548  -1.64629
H  -2.48986  4.45820  -2.01282
H  -3.09576  6.09283  -2.28654
H  -0.25677  5.63590  0.98840
H  -0.38064  6.42075  -0.58073
H  -0.47279  4.65921  -0.49029
C  1.39784  -4.99066  -2.00409
C  1.26645  -3.69857  -2.76721
C  1.27372  -3.68121  -4.15665
C  1.17698  -2.47547  -4.83510
C  1.21823  -2.43154  -6.34087
C  1.03790  -1.28561  -4.12510
C  0.94789  -1.26591  -2.72706
C  1.13430  -2.49971  -2.08660
N  0.56695  -0.11115  -2.00618
C  1.01745  1.23380  -2.43949
C  2.48384  1.24135  -2.89674
C  0.10686  1.80514  -3.54559
C  0.84449  2.18610  -1.25549
H  2.04306  -5.69238  -2.53151
H  0.41678  -5.45886  -1.89074
H  1.80403  -4.82523  -1.00458
H  1.40604  -4.60547  -4.70723
H  1.12132  -3.42959  -6.76467
H  2.16230  -2.00733  -6.68859
H  0.41312  -1.80978  -6.73344
H  0.95560  -0.37314  -4.69362
H  1.26657  -2.53112  -1.00988
H  2.58889  0.91065  -3.92833
H  3.07617  0.56764  -2.27638
H  2.89836  2.24939  -2.82532
H  -0.06146  1.10918  -4.36104
H  0.56907  2.70438  -3.95805
H  -0.86682  2.07530  -3.13450
H  1.55455  1.96859  -0.45789
H  -0.16760  2.08154  -0.85789
H  0.99448  3.21932  -1.56930

Forces on atoms 1 to 3 (eV/Å):
0.07 -0.21 0.54
0.00 0.00 -0.05
0.08 -0.06 0.16


(4)
Molecular formula: C41H58BiN4O3S
Method: DFT, ωB97M-V with the def2-TZVPD basis set

Output
Energy relative to the best compared isomer or geometry (same formula, charge and spin): 45.7 kJ/mol
Kohn-Sham gap (alpha / beta): 5.79 / 5.82 eV
Total charge: +1
Highest occupied orbital energy (alpha / beta): -10.06 / -10.17 eV
LUMO (alpha / beta): -4.26 / -4.35 eV

Positions of all 108 atoms, in Å:
Bi  1.20884  -1.19430  -1.10262
C  -2.20906  4.93730  1.86578
C  -2.97766  3.97430  0.94878
C  -3.86646  3.06160  1.80758
C  -3.89156  4.80360  0.03988
C  -1.99126  3.12640  0.15918
C  -1.22796  2.16890  0.77998
C  -0.38126  1.32260  0.03288
N  0.17574  0.18950  0.47598
C  0.20424  -0.29440  1.71188
C  0.25524  0.47290  2.89118
C  0.05984  -0.09880  4.11968
C  -0.30516  -1.47080  4.16378
C  -0.31826  -2.28940  3.07068
C  0.07114  -1.75310  1.79098
O  0.19634  -2.45940  0.76108
C  -0.75056  -3.74460  3.14528
C  0.30294  -4.69770  2.56468
C  -1.02866  -4.18830  4.58428
C  -2.03416  -3.83960  2.30348
C  0.23904  0.71330  5.38588
C  1.67274  1.25970  5.39838
C  0.02744  -0.10430  6.66148
C  -0.76056  1.87880  5.41678
C  -0.26036  1.50680  -1.39502
O  0.55864  0.76590  -2.05272
C  -1.09406  2.46410  -2.03132
C  -1.89416  3.25190  -1.24232
C  -1.15876  2.51850  -3.55092
C  0.21084  2.88780  -4.12852
C  -2.19846  3.51890  -4.05842
C  -1.59346  1.13390  -4.05682
H  -2.91626  5.56710  2.40218
H  -1.61466  4.39340  2.59578
H  -1.55086  5.58030  1.28448
H  -4.56706  3.67090  2.37268
H  -4.42606  2.37480  1.17588
H  -3.28356  2.47880  2.51578
H  -4.60136  5.35170  0.65318
H  -3.32546  5.53120  -0.53582
H  -4.45206  4.16250  -0.63652
H  -1.35126  1.97770  1.83308
H  0.53224  1.51100  2.79588
H  -0.57076  -1.88050  5.12198
H  1.23984  -4.61870  3.11068
H  -0.06466  -5.71890  2.64598
H  0.49184  -4.47910  1.51928
H  -0.12306  -4.12550  5.18558
H  -1.80836  -3.59140  5.05028
H  -1.36266  -5.22260  4.58538
H  -1.82526  -3.54220  1.27808
H  -2.41086  -4.85850  2.30048
H  -2.80276  -3.18410  2.70748
H  2.38594  0.43920  5.39278
H  1.87144  1.89180  4.53788
H  1.82994  1.84940  6.29668
H  0.70244  -0.95480  6.70738
H  0.23334  0.52800  7.52218
H  -0.99956  -0.45290  6.74218
H  -0.57556  2.59400  4.62048
H  -1.78096  1.51200  5.32628
H  -0.67346  2.40640  6.36398
H  -2.51336  3.98670  -1.71892
H  0.48594  3.89280  -3.82122
H  0.96904  2.19890  -3.77172
H  0.17624  2.85700  -5.21572
H  -1.97516  4.53320  -3.74372
H  -2.20386  3.50410  -5.14492
H  -3.19416  3.24580  -3.71822
H  -0.87826  0.36710  -3.77512
H  -2.55966  0.87120  -3.63112
H  -1.68996  1.14390  -5.14052
C  3.45274  1.35300  -5.43582
N  2.30204  0.50560  -5.56522
C  1.42804  0.47900  -6.61392
C  0.50674  -0.47070  -6.35512
N  0.81724  -1.04250  -5.13202
C  1.94284  -0.42070  -4.64812
S  2.87244  -0.65320  -3.26692
C  0.13344  -2.12560  -4.56812
C  -1.09536  -2.55980  -5.07352
C  -1.70536  -3.63690  -4.45642
C  -1.08306  -4.25230  -3.37692
C  0.13894  -3.75340  -2.96942
N  0.72524  -2.71580  -3.54272
H  3.40354  2.13280  -6.18992
H  4.36534  0.76900  -5.56522
H  3.46844  1.79100  -4.43722
H  1.52924  1.13730  -7.45272
H  -0.31956  -0.78310  -6.95532
H  -1.57566  -2.08680  -5.91262
H  -2.65796  -3.99420  -4.81142
H  -1.52846  -5.08750  -2.86672
H  0.68314  -4.18740  -2.14482
C  4.63774  -2.06230  -0.85762
C  3.84144  -1.73840  0.40628
C  4.75564  -1.08120  1.45188
C  3.27354  -3.04430  0.97348
O  2.81724  -0.78670  0.16958
H  5.43574  -2.76160  -0.62202
H  5.07164  -1.16130  -1.27952
H  3.99154  -2.51740  -1.60432
H  5.47664  -1.80480  1.82328
H  4.14984  -0.72140  2.27908
H  5.28474  -0.24130  1.01078
H  4.07904  -3.74770  1.16908
H  2.57814  -3.49370  0.26688
H  2.74434  -2.84980  1.90228

Forces on atoms 1 to 3 (eV/Å):
0.22 0.09 0.19
-0.10 -0.10 -0.14
-0.11 0.10 0.21